one | The following is a DFT calculation (ωB97M-V with the def2-TZVPD basis set) of C2H3ClN2 in the gas phase.

Geometry as XYZ:
```
8
C2H3ClN2, DFT ωB97M-V with the def2-TZVPD basis set
C 1.007 -0.177 -0.202
C -0.221 0.635 -0.102
N -0.972 1.535 0.347
N -1.555 0.259 -0.303
Cl -2.264 -0.968 0.748
H 1.221 -0.737 -1.148
H 0.958 -0.929 0.668
H 1.826 0.383 -0.010
```

Output
total charge = 0
SMILES = CC1=NN1Cl
spin multiplicity = 1

=====

two | The following is a DFT calculation (ωB97M-V with the def2-TZVPD basis set) of C2H3ClN2 in the gas phase.

Geometry as XYZ:
```
8
C2H3ClN2, DFT ωB97M-V with the def2-TZVPD basis set
C 0.473 0.669 0.674
C -0.117 -0.492 0.201
N -0.166 -1.794 -0.003
N -1.081 -0.941 -0.713
Cl -0.756 -0.510 -2.422
H -0.338 1.218 1.039
H 0.708 1.198 -0.207
H 1.278 0.652 1.431
```

Output
total charge = 0
SMILES = CC1=NN1Cl
spin multiplicity = 1

=====

The data favor one; the next most stable structure lies 4.2 kcal/mol above it.

=====

one | The following is a DFT calculation (ωB97M-V with the def2-TZVPD basis set) of 9 unconnected molecules or ions with the total composition BH20O8.

Geometry as XYZ:
```
29
BH20O8, DFT ωB97M-V with the def2-TZVPD basis set
B -37.477 -49.708 17.768
H -37.377 -50.808 17.843
H -37.600 -49.282 18.884
H -36.668 -49.140 17.175
H -38.572 -49.425 17.187
O -34.921 -50.213 14.448
H -35.685 -50.419 14.012
H -34.935 -50.554 15.308
O -37.014 -52.176 20.399
H -36.820 -51.378 20.039
H -36.785 -52.035 21.268
O -41.165 -50.660 18.626
H -40.238 -50.330 18.240
H -41.074 -51.577 18.540
O -38.997 -50.062 21.497
H -39.370 -49.814 20.617
H -38.205 -50.435 21.268
O -34.561 -48.505 19.685
H -33.963 -49.226 20.052
H -35.220 -48.763 19.119
O -34.748 -51.275 17.223
H -35.557 -50.898 17.437
H -34.798 -52.320 17.530
O -38.331 -49.701 14.214
H -38.111 -49.314 15.095
H -39.215 -49.658 14.430
O -37.899 -46.191 16.656
H -37.590 -46.994 16.825
H -38.664 -45.925 17.315
```

Output
total charge = -1
spin multiplicity = 1

=====

two | The following is a DFT calculation (ωB97M-V with the def2-TZVPD basis set) of a molecular structure, BH20O8.

Geometry as XYZ:
```
29
BH20O8, DFT ωB97M-V with the def2-TZVPD basis set
B -20.273 -4.737 -7.364
H -20.416 -5.700 -6.899
H -20.029 -4.026 -6.591
H -19.493 -4.830 -8.103
H -21.227 -4.492 -7.805
O -16.989 -4.960 -7.841
H -17.922 -5.099 -7.679
H -16.571 -5.119 -6.995
O -21.173 -5.479 -5.251
H -20.936 -5.256 -6.151
H -21.220 -4.636 -4.799
O -20.894 -2.401 -6.609
H -20.910 -2.596 -5.672
H -20.640 -3.227 -7.021
O -18.796 -6.709 -7.375
H -19.542 -6.131 -7.534
H -18.549 -7.027 -8.244
O -18.599 -4.357 -5.635
H -19.254 -4.621 -6.281
H -17.900 -5.004 -5.725
O -21.546 -6.147 -8.712
H -21.187 -5.610 -8.006
H -20.789 -6.359 -9.259
O -21.873 -3.248 -9.553
H -21.450 -4.035 -9.209
H -22.653 -3.572 -10.002
O -18.942 -3.551 -9.166
H -19.515 -2.796 -9.031
H -19.307 -4.232 -8.601
```

Output
total charge = -1
spin multiplicity = 1

=====

The data favor one; the next most stable structure lies 221.8 kcal/mol above it.